141
Properties=species:S:1:pos:R:3 method="wB97M-V/def2-TZVPD" homo_ev=-8.00 relative_energy_kj_mol=4781.08 charge=0 max_force_ev_per_a=15.13 multiplicity=1
O 0.894 15.548 12.931
O 3.631 14.593 15.548
O 4.438 11.001 7.138
O 5.787 11.305 15.989
O 0.223 17.849 11.765
O 2.039 12.795 6.926
O 0.581 11.186 11.284
O 6.182 18.746 11.074
O 2.340 11.975 10.218
O 4.454 17.770 7.653
O 3.119 13.611 13.998
O 3.751 12.610 12.085
O 1.195 14.121 14.476
O -0.458 16.438 9.035
C 2.432 9.551 9.657
C -1.097 12.032 12.713
C 5.625 13.018 6.967
C 3.433 11.328 15.682
C 3.389 13.681 11.269
C 5.046 14.706 15.414
C 4.365 16.401 7.773
C 1.440 12.298 8.074
C 2.811 16.121 8.096
C 3.076 10.544 11.967
C 1.521 13.482 9.022
C 1.545 17.701 12.270
C 4.401 14.785 11.384
C 0.003 11.788 7.837
C -0.302 16.150 10.420
C 4.987 16.925 12.155
C 5.327 15.843 8.860
C -0.346 12.221 11.433
C 5.070 11.248 13.774
C 5.047 18.480 11.887
C 1.952 19.118 12.475
C -1.241 12.363 10.285
C 4.802 11.768 15.122
C 4.509 12.278 9.101
C 5.487 14.543 13.904
C -0.118 14.660 10.667
C 5.190 19.344 13.052
C 4.431 12.365 7.624
C 2.357 16.847 11.293
C 5.653 15.876 16.068
C 3.002 10.767 10.494
C -1.474 16.736 11.283
C 2.007 14.077 11.811
H 4.248 11.534 13.117
H 6.079 11.515 13.459
H 2.991 12.674 6.897
H 3.316 11.980 16.548
H 3.032 8.663 9.856
H 3.255 9.483 12.147
H 1.328 13.228 11.894
H 3.358 10.266 15.914
H 5.640 16.593 9.587
H 0.836 14.444 13.649
H 3.677 12.898 12.998
H 2.225 16.900 7.608
H 4.701 12.850 15.037
H 3.672 14.129 16.388
H 4.283 13.249 9.541
H 2.924 19.051 12.964
H 4.001 11.023 12.288
H 6.504 12.374 6.946
H 4.106 18.713 11.389
H 3.936 10.891 9.946
H 6.098 19.208 13.640
H 3.626 11.820 9.547
H 4.693 14.155 13.267
H 2.644 11.619 14.988
H 3.559 14.018 14.743
H 4.400 19.103 13.764
H 0.649 16.564 10.753
H 5.029 10.160 13.726
H 0.968 16.309 12.354
H 5.468 12.009 9.542
H 1.124 11.333 10.506
H 3.548 12.892 7.264
H -0.421 11.956 13.565
H 2.420 9.674 8.574
H 2.200 13.859 14.097
H 2.692 12.645 10.810
H 1.833 16.430 10.433
H 6.456 14.078 13.723
H 0.222 13.147 11.348
H 6.006 16.550 12.250
H 2.187 10.904 12.483
H 1.423 9.271 9.959
H 2.968 16.100 11.800
H -1.424 11.301 10.120
H -1.553 12.968 13.035
H -2.198 12.837 10.503
H 5.688 16.727 15.387
H 5.081 20.368 12.695
H 3.128 17.484 10.860
H 0.972 14.798 15.115
H 2.031 14.475 12.826
H 6.717 15.758 16.274
H 3.431 13.230 10.278
H 6.277 15.489 8.461
H 5.744 14.017 7.387
H -0.682 12.819 9.468
H -0.229 11.006 8.561
H 4.096 15.622 10.754
H 1.423 14.724 11.157
H 0.039 15.647 13.350
H 4.748 11.131 6.239
H -0.931 14.008 10.345
H 1.951 11.446 8.521
H 4.492 16.438 11.315
H 1.478 19.610 13.324
H 5.447 14.647 11.110
H 2.639 16.050 9.170
H 0.133 18.791 11.603
H 2.646 15.102 7.747
H -1.199 16.699 12.337
H -0.813 12.511 7.818
H 0.339 14.389 11.618
H 5.125 16.038 17.007
H 5.600 15.540 13.476
H 0.831 14.268 8.716
H 4.899 14.945 9.304
H 0.558 14.413 9.848
H 2.541 13.853 9.125
H 1.959 19.760 11.594
H 1.629 17.246 13.256
H 5.293 13.290 5.965
H 5.745 10.348 16.050
H 4.360 16.717 13.022
H -1.692 17.760 10.979
H 4.657 15.862 6.871
H -2.458 16.289 11.142
H 4.447 15.203 12.389
H -1.760 11.167 12.723
H -0.779 17.333 8.903
H 1.286 13.137 10.029
H 5.550 13.897 15.944
H 0.086 11.266 6.884
H 3.679 18.201 8.021
H 6.942 18.690 11.659

153
Properties=species:S:1:pos:R:3 method="wB97M-V/def2-TZVPD" homo_ev=-8.94 relative_energy_kj_mol=606.05 smiles="COC[C@H](C)N.COC[C@H](C)N.COC[C@H](C)N.COC[C@H](C)N.COC[C@H](C)N.COC[C@H](C)N.COC[C@H](C)N.NC(N)=O.NC(N)=O.NC(N)=O.OCCO" charge=0 max_force_ev_per_a=7.69 multiplicity=1
O 0.153 -0.522 -11.511
O 4.501 -3.364 -0.324
O -0.646 -5.823 3.068
O -8.297 -2.215 0.300
O -2.338 -0.827 -1.149
O 6.196 4.938 1.918
O -7.202 2.378 4.060
O 2.386 3.639 -5.633
O 4.697 -3.533 6.971
O 0.500 -4.633 -6.265
O -6.195 8.677 1.882
O -8.821 -0.056 -1.869
N -6.192 0.384 4.519
N 4.585 4.931 -6.654
N 6.436 -5.825 1.702
N 0.248 -6.735 -5.884
N 0.164 0.215 1.367
N 3.491 3.737 -0.143
N 1.541 -5.631 -4.525
N -9.006 8.030 1.725
N -5.826 2.034 5.896
N 1.203 -7.915 2.438
N 0.806 -2.148 -10.269
N 3.854 -1.420 8.678
N -0.860 -1.109 -9.590
C 5.312 -2.373 -0.988
C -1.184 -0.940 -0.362
C 4.197 -4.867 7.058
C -8.376 8.759 0.639
C -0.001 -8.676 0.474
C 1.749 -1.542 7.757
C 3.502 5.770 -6.333
C 2.200 4.930 -6.311
C -9.368 9.725 -0.031
C 6.178 -4.981 0.577
C 3.001 -2.349 7.980
C 1.233 2.746 -5.642
C 4.220 4.811 0.507
C 3.624 -2.652 6.649
C -1.147 -0.033 0.894
C 0.348 -7.441 1.394
C -7.076 9.508 1.114
C 3.374 5.222 1.619
C -1.961 1.257 0.863
C -7.617 -0.346 -1.211
C 0.718 -5.590 -5.595
C -7.460 -1.762 -0.730
C 5.731 -5.952 -0.617
C -1.761 -5.332 3.742
C -2.295 -1.612 -2.364
C -5.520 7.659 1.132
C 7.226 4.422 2.841
C -0.944 -6.823 2.128
C 5.523 4.076 0.958
C -0.027 -1.250 -10.550
C -6.466 1.638 4.832
C 5.114 -3.844 0.820
C 3.338 6.893 -7.313
H 0.795 -6.647 0.795
H -5.005 7.934 0.212
H -9.485 -0.736 -1.728
H -1.770 1.937 0.033
H 0.658 -2.582 -9.370
H -1.186 -1.995 -0.089
H 0.717 2.634 -6.596
H 3.196 4.418 2.333
H 0.909 -7.453 3.287
H -9.964 9.055 -0.651
H 0.934 -1.892 7.123
H -6.550 9.976 0.282
H 2.594 7.530 -6.834
H -8.169 8.143 -0.236
H -0.876 -1.777 -8.832
H -8.941 10.616 -0.491
H -2.428 -4.736 3.119
H 1.962 -0.557 7.342
H -4.779 7.247 1.818
H 6.759 -5.318 2.514
H 3.962 5.997 2.111
H 7.441 5.217 3.554
H 0.584 1.011 0.909
H 1.502 1.760 -5.264
H 4.307 -4.129 1.495
H -10.126 10.103 0.655
H 5.629 -3.118 1.449
H -2.775 -2.584 -2.251
H 8.230 4.108 2.557
H -1.638 -6.598 1.318
H -0.298 -0.775 -0.974
H 1.202 -1.178 8.627
H 1.321 5.482 -5.978
H 4.898 -6.424 -0.096
H 0.502 -7.487 -5.260
H 3.856 3.366 -1.009
H -6.171 6.786 1.077
H -1.519 -0.683 1.685
H -7.488 10.301 1.738
H 0.453 2.970 -4.914
H 2.630 4.074 -0.550
H -5.578 -0.100 5.159
H 1.993 -4.749 -4.332
H -6.731 -0.104 3.818
H -2.474 -6.044 4.157
H 2.977 6.464 -8.247
H 4.382 3.955 -6.491
H 0.764 -0.560 1.124
H -2.798 -1.075 -3.168
H -1.730 1.864 1.738
H 1.926 -6.546 -4.337
H 4.088 -1.758 6.231
H 1.913 4.707 -7.339
H -1.275 -1.894 -2.628
H 0.902 -9.232 0.222
H 6.102 3.872 0.058
H 3.557 -5.077 7.914
H 2.747 -3.231 8.569
H -3.027 1.035 0.807
H 2.146 -7.633 2.213
H -7.632 0.331 -0.357
H -6.835 -0.098 -1.930
H -7.282 -2.389 -1.604
H 3.006 -3.008 5.824
H 4.202 7.553 -7.397
H 5.394 5.173 -6.099
H 2.446 5.728 1.355
H 4.428 5.712 -0.069
H -1.386 -0.257 -9.459
H 5.365 3.118 1.453
H 3.747 6.117 -5.329
H -9.589 7.261 1.428
H 5.114 -5.431 7.228
H 6.551 -6.661 -0.733
H -5.738 3.001 6.176
H 3.256 -0.840 9.250
H 7.160 -4.565 0.353
H 4.226 -0.890 7.903
H -5.694 1.242 6.509
H -6.449 -1.584 -0.363
H -9.198 -2.339 -0.009
H -0.621 -9.360 1.053
H 7.143 -6.523 1.521
H -0.546 -8.286 -0.386
H 5.597 -5.513 -1.605
H 4.536 -1.721 -1.388
H -0.358 -6.839 -6.685
H 6.026 -2.758 -1.716
H 3.756 -5.238 6.133
H -8.254 7.627 2.266
H 1.665 -2.191 -10.798
H 5.811 -1.775 -0.225
H -1.531 -4.802 4.666
H 6.679 3.668 3.407
H -1.516 -7.612 2.615

Q: Which value of multiplicity does entry 1 give?
A: 1